--- w ---
Molecular formula: C5H11BO3
Method: DFT, ωB97M-V/def2-TZVPD

XYZ file:
```
20
C5H11BO3 (ωB97M-V/def2-TZVPD)
B -1.3957 -0.7601 -0.4521
C -0.9754 0.7414 -0.5310
C 2.3245 0.2838 -1.0291
C -1.0301 1.4348 0.7699
C 0.7842 0.7949 -1.1079
C 2.0707 -0.8671 1.0378
O -1.1225 -1.3041 0.7741
O -2.0229 -1.2492 -1.5511
O 2.7807 -0.3174 -0.1305
H -0.6889 2.3964 0.7946
H -0.5674 0.9652 1.6493
H -2.1546 1.6150 1.0037
H -1.4601 1.2117 -1.3364
H 0.8778 1.8553 -1.2525
H 0.6461 0.2938 -2.0636
H 1.0429 -0.4706 0.9163
H 2.3861 -0.4481 1.9669
H 2.2725 -1.8903 1.1043
H -1.2127 -2.1811 1.0064
H -2.5551 -2.1044 -1.5690
```

Output
HOMO energy ... -0.267 Ha
LUMO ... 0.16 eV
Kohn-Sham gap ... 7.44 eV

---

--- x ---
Molecular formula: C5H11BO3
Method: DFT, ωB97M-V/def2-TZVPD

XYZ file:
```
20
C5H11BO3 (ωB97M-V/def2-TZVPD)
B -0.5146 1.6057 0.0352
C 2.1336 2.3408 -1.0980
C -1.2666 -0.8717 0.2773
C 0.4909 -0.3471 -1.3264
C 1.0494 -0.2874 1.1226
C -0.0680 0.0242 0.0947
O 1.5535 2.7764 -1.9668
O 0.2555 2.6282 0.4717
O -1.5986 1.8287 -0.6465
H -2.0802 -0.5040 -0.3329
H -1.6626 -0.9084 1.3232
H -1.1741 -1.9289 -0.0320
H 1.6114 -0.1162 -1.3164
H -0.0534 0.2599 -2.1402
H 0.1497 -1.3401 -1.6706
H 1.8314 -0.6874 0.5725
H 1.1917 0.5505 1.7855
H 0.6462 -1.1597 1.6990
H 1.1106 2.2307 0.6041
H -2.0423 2.6958 -0.8672
```

Output
HOMO energy ... -0.374 Ha
LUMO ... 0.61 eV
Kohn-Sham gap ... 10.80 eV

---

Most stable one: x, least stable one: w.

---

--- w ---
Molecular formula: C4H6N4
Method: DFT, ωB97M-V/def2-TZVPD

XYZ file:
```
14
C4H6N4 (ωB97M-V/def2-TZVPD)
C 0.5709 -1.2441 -0.0161
C 2.0226 0.5216 0.0454
C 0.9370 1.4258 -0.0266
C -0.4180 0.9446 0.0199
H -2.0121 -1.2260 0.9492
H -1.6383 -1.7603 -0.6372
H 0.3511 -2.3023 -0.0540
H 3.0693 0.7976 -0.0357
H 1.2027 2.4884 -0.2196
H -2.2182 0.9653 -0.1296
N -1.7678 -1.0023 -0.0554
N -0.4443 -0.4280 0.0468
N 1.8065 -0.8989 0.0587
N -1.4614 1.7186 0.0540
```

Output
HOMO energy ... -0.307 Ha
LUMO ... 0.54 eV
Kohn-Sham gap ... 8.89 eV

---

--- x ---
Molecular formula: C4H6N4
Method: DFT, ωB97M-V/def2-TZVPD

XYZ file:
```
14
C4H6N4 (ωB97M-V/def2-TZVPD)
C 3.1935 0.0305 0.0339
C -0.1942 -0.4330 0.1464
C -1.9549 0.9107 0.0202
C -2.4469 -0.3650 -0.1000
H 3.6259 -1.0028 0.5485
H 3.8776 0.9404 -0.3788
H -0.0107 1.7206 -0.1936
H -2.5796 1.7964 0.0925
H -3.4906 -0.6022 -0.0676
H -1.0777 -2.1104 -0.2992
N 1.9090 0.2530 -0.1044
N 1.0937 -0.8260 0.0368
N -0.6075 0.8950 0.2005
N -1.3375 -1.2070 0.0647
```

Output
HOMO energy ... -0.269 Ha
LUMO ... 0.95 eV
Kohn-Sham gap ... 8.27 eV

---

--- y ---
Molecular formula: C4H6N4
Method: DFT, ωB97M-V/def2-TZVPD

XYZ file:
```
14
C4H6N4 (ωB97M-V/def2-TZVPD)
C -2.6808 -0.3753 -0.2272
C -1.2355 -0.1999 0.4355
C 0.2967 0.6400 -0.3172
C 0.0811 -0.6211 -0.2308
H -3.6613 0.3692 -0.0332
H -3.1378 -1.3675 -0.0752
H -2.4181 -0.7125 -1.3963
H -1.3176 -0.3561 1.5739
H -1.2598 1.6005 -0.5671
H 3.3092 -0.3663 0.4791
N -0.8256 1.1579 0.3849
N 1.7144 1.0069 -0.1756
N 2.0672 -0.2737 -0.0262
N 1.2892 -1.2952 0.1109
```

Output
HOMO energy ... -0.348 Ha
LUMO ... 0.16 eV
Kohn-Sham gap ... 9.62 eV

---

--- z ---
Molecular formula: C4H6N4
Method: DFT, ωB97M-V/def2-TZVPD

XYZ file:
```
14
C4H6N4 (ωB97M-V/def2-TZVPD)
C 0.4700 -1.5969 -0.9228
N -0.0235 -0.3250 -0.4731
C 0.6841 0.8269 0.1644
C -0.5064 1.1197 0.9795
C -1.2505 -0.0002 0.2654
N -1.1020 0.3822 -1.0724
N 1.8182 1.3021 0.0165
N -0.7537 2.0523 1.7868
H 2.4921 0.7648 -0.5259
H -1.6487 1.9724 2.2667
H -1.9361 -0.7377 0.6489
H -0.3793 -2.1998 -1.2443
H 1.1351 -1.4534 -1.7754
H 1.0006 -2.1074 -0.1142
```

Output
HOMO energy (alpha / beta) ... -0.299 / -0.299 Ha
LUMO (alpha / beta) ... 0.57 / 0.57 eV
Kohn-Sham gap (alpha / beta) ... 8.70 / 8.70 eV

---

Most stable one: w, least stable one: y.